i.
Entry from the OMol25 dataset: an isolated molecule of C6H9NS (ωB97M-V with the def2-TZVPD basis set).

Structure (XYZ):
```
17
Properties=species:S:1:pos:R:3
C 2.428 -0.426 -0.416
C 1.227 -0.107 0.005
C 0.675 1.268 0.256
C -0.797 1.150 -0.151
C 0.065 -1.105 0.199
C -2.352 -0.780 0.094
H 3.249 0.299 -0.509
H 2.724 -1.440 -0.580
H 1.277 2.042 -0.233
H 0.749 1.401 1.342
H -1.434 1.815 0.505
H -0.939 1.453 -1.191
H 0.138 -1.914 -0.554
H 0.179 -1.587 1.230
H -2.353 -1.914 0.135
N -1.091 -0.251 0.036
S -3.745 0.096 -0.168
```

Charge ... 0
SMILES ... C=C1CCN(C=S)C1
HOMO level ... -8.318 eV
Lowest unoccupied orbital energy ... 0.612 eV
Molecular weight ... 127.212 g/mol
Multiplicity ... 1
Orbital gap ... 0.3282 Ha

natural (NBO) atomic charge list, values in e, 8 entries:
1 C -0.399
2 C 0.028
3 C -0.454
4 C -0.217
5 C -0.256
6 C -0.045
7 H 0.203
8 H 0.198

---

ii.
Entry from the OMol25 dataset: a cluster of 2 separate species, C6H9NS in total (ωB97M-V with the def2-TZVPD basis set).

Structure (XYZ):
```
17
Properties=species:S:1:pos:R:3
C -0.816 -1.097 -1.968
C -1.005 0.154 -2.237
C 0.116 -1.470 -0.994
C 1.043 -0.220 2.294
C 0.606 0.668 3.190
C -0.492 1.302 -1.464
N 0.567 -0.794 0.010
S -0.047 0.818 0.245
H -1.279 -1.815 -2.662
H -1.799 0.287 -2.993
H 0.526 -2.482 -1.117
H 2.033 -0.225 2.032
H 0.515 -0.885 1.708
H 1.365 1.329 3.567
H -0.398 0.693 3.484
H -1.263 1.951 -1.135
H 0.329 1.787 -1.961
```

Charge ... 0
SMILES ... C1=CCSN=C1.C=C
HOMO level ... -8.335 eV
Lowest unoccupied orbital energy ... 0.294 eV
Molecular weight ... 127.212 g/mol
Multiplicity ... 1
Orbital gap ... 0.3171 Ha

natural (NBO) atomic charge list, values in e, 8 entries:
1 C -0.293
2 C -0.109
3 C 0.063
4 C -0.371
5 C -0.385
6 C -0.602
7 N -0.567
8 S 0.407

---

iii.
Entry from the OMol25 dataset: a structure of composition C6H9NS (ωB97M-V with the def2-TZVPD basis set).

Structure (XYZ):
```
17
Properties=species:S:1:pos:R:3
C -0.330 0.150 1.034
C -0.119 -1.007 0.071
C -1.350 -0.309 -0.729
C -0.461 0.961 -0.229
C 1.949 0.260 -0.531
C 0.891 -0.653 -0.935
H -1.440 0.195 3.387
H 0.629 0.286 1.685
H 0.034 -2.061 0.474
H -1.527 -0.594 -1.732
H -2.349 -0.298 -0.309
H -1.020 1.825 -0.495
H 2.146 0.829 0.381
H 2.968 0.340 -0.987
H 1.152 -1.236 -1.928
N 0.728 0.842 -1.076
S -1.900 0.470 1.921
```

Charge ... 0
HOMO level ... -8.754 eV
Lowest unoccupied orbital energy ... 0.621 eV
Molecular weight ... 127.212 g/mol
Multiplicity ... 1
Orbital gap ... 0.3445 Ha

natural (NBO) atomic charge list, values in e, 8 entries:
1 C -0.348
2 C -0.267
3 C -0.386
4 C -0.089
5 C -0.288
6 C -0.102
7 H 0.159
8 H 0.228

---

Which is most stable, and by how much? i, by 0.1142 hartree.

---

i.
Entry from the OMol25 dataset: the ion C12H16N2 with charge +2 (ωB97M-V with the def2-TZVPD basis set).

Structure (XYZ):
```
30
Properties=species:S:1:pos:R:3
C -3.547 -0.247 0.425
C -3.200 1.053 -0.074
C -2.447 -1.082 0.578
C -1.887 1.413 -0.232
C -1.173 -0.708 0.362
C -0.822 0.555 0.017
C 0.225 -2.829 0.363
C 0.640 2.356 0.404
C 1.520 0.269 -0.293
C 1.471 -3.500 0.620
C 1.874 3.111 0.158
C 1.624 0.000 -1.770
N -0.047 -1.566 0.378
N 0.498 1.110 0.132
H -4.621 -0.584 0.561
H -3.928 1.854 -0.176
H -2.608 -2.108 1.010
H -1.923 2.485 -0.433
H -0.671 -3.377 0.447
H 0.028 2.980 0.961
H 2.366 0.097 0.397
H 2.284 -3.168 0.056
H 1.584 -3.567 1.685
H 1.211 -4.647 0.409
H 1.608 3.870 -0.593
H 2.227 3.600 1.028
H 2.787 2.618 -0.188
H 1.775 -1.097 -1.979
H 2.434 0.673 -2.023
H 0.717 0.434 -2.229
```

Charge ... +2
HOMO level (alpha / beta) ... -16.627 / -16.627 eV
Lowest unoccupied orbital energy (alpha / beta) ... -9.972 / -9.975 eV
Molecular weight ... 188.274 g/mol
Multiplicity ... 1
Orbital gap (alpha / beta) ... 0.2445 / 0.2445 Ha

natural (NBO) atomic charge list, values in e, 8 entries:
1 C -0.109
2 C -0.152
3 C -0.197
4 C -0.247
5 C 0.075
6 C 0.145
7 C 0.256
8 C 0.368

---

ii.
Entry from the OMol25 dataset: the ion C12H16N2 with charge +2 (ωB97M-V with the def2-TZVPD basis set).

Structure (XYZ):
```
30
Properties=species:S:1:pos:R:3
C -1.493 -3.658 -0.091
C -1.929 -3.137 -1.319
C -0.778 -2.895 0.880
C -1.585 -1.849 -1.722
C -0.468 -1.603 0.424
C -0.848 -1.102 -0.789
C 0.520 -0.433 2.310
C -1.011 0.966 -1.889
C 0.242 0.621 0.180
C 1.105 0.757 3.032
C -0.742 2.371 -2.209
C 1.682 0.778 -0.263
N 0.174 -0.528 1.084
N -0.530 0.233 -0.967
H -1.982 -4.506 0.275
H -2.575 -3.596 -2.013
H -0.520 -3.193 1.969
H -1.825 -1.370 -2.707
H 0.057 -1.176 2.878
H -1.772 0.437 -2.520
H -0.120 1.559 0.762
H 1.976 0.389 3.755
H 1.190 1.592 2.311
H 0.359 0.996 3.773
H -1.627 3.016 -2.537
H -0.316 2.902 -1.380
H 0.116 2.561 -2.849
H 1.963 -0.270 -0.489
H 2.243 1.181 0.579
H 1.859 1.305 -1.227
```

Charge ... +2
SMILES ... C/C=[N+]1/c2ccccc2/[N+](=C/C)C1C
HOMO level ... -16.909 eV
Lowest unoccupied orbital energy ... -8.383 eV
Molecular weight ... 188.274 g/mol
Multiplicity ... 1
Orbital gap ... 0.3133 Ha

natural (NBO) atomic charge list, values in e, 8 entries:
1 C -0.130
2 C -0.137
3 C -0.166
4 C -0.168
5 C 0.095
6 C 0.089
7 C 0.328
8 C 0.337

---

Which is most stable, and by how much? ii, by 0.1046 hartree.

---

i.
Entry from the OMol25 dataset: a cluster of 2 separate species, C11H12NO2 in total (ωB97M-V with the def2-TZVPD basis set).

Structure (XYZ):
```
26
Properties=species:S:1:pos:R:3
C -1.288 -2.560 -3.300
C -0.317 -0.551 -0.286
C -1.300 -1.251 -1.019
C -0.670 -1.713 -2.236
C 0.622 -1.195 -2.232
C -0.607 0.215 0.880
C -1.854 -0.005 1.363
C -2.849 -0.844 0.818
C -2.556 -1.407 -0.412
N 0.803 -0.505 -1.070
H 0.276 0.849 1.027
H -2.132 0.529 2.277
H 1.489 0.228 -0.924
H -3.753 -0.964 1.377
H 1.432 -1.188 -2.937
H -3.227 -2.107 -0.900
H -2.174 -2.070 -3.720
H -1.599 -3.600 -3.125
H -0.616 -2.566 -4.160
C 1.025 2.661 2.121
C 2.441 2.183 1.776
O 3.179 1.823 2.715
O 2.656 2.111 0.533
H 0.362 1.915 2.556
H 0.571 3.158 1.260
H 1.065 3.439 2.905
```

Charge ... -1
HOMO level ... -4.356 eV
Lowest unoccupied orbital energy ... 3.037 eV
Molecular weight ... 190.222 g/mol
Multiplicity ... 1
Orbital gap ... 0.2717 Ha

natural (NBO) atomic charge list, values in e, 8 entries:
1 C -0.626
2 C 0.154
3 C -0.120
4 C -0.113
5 C -0.028
6 C -0.200
7 C -0.239
8 C -0.261

---

ii.
Entry from the OMol25 dataset: a cluster of 2 separate species, C11H12NO2 in total (ωB97M-V with the def2-TZVPD basis set).

Structure (XYZ):
```
26
Properties=species:S:1:pos:R:3
C 1.006 2.824 -2.417
C 0.951 0.245 -1.687
C -0.676 0.325 -0.071
C 0.593 1.603 -1.594
C -0.390 1.625 -0.595
C -1.479 0.025 0.929
C -2.278 0.988 1.464
C -1.365 2.575 -0.208
C -2.340 2.135 0.815
N 0.255 -0.495 -0.761
H 0.606 -1.551 -0.353
H 1.663 -0.214 -2.288
H -1.650 -0.960 1.310
H 0.105 3.413 -2.807
H 1.546 2.455 -3.219
H -3.003 0.943 2.335
H -1.795 3.385 -0.759
H -3.311 2.732 1.104
H 1.853 3.436 -2.045
C 1.308 -4.162 1.923
C 1.559 -2.912 0.932
O 2.503 -2.142 1.170
O 0.570 -2.792 0.142
H 0.743 -3.861 2.858
H 2.275 -4.654 2.194
H 0.750 -4.967 1.628
```

Charge ... -1
HOMO level ... -3.880 eV
Lowest unoccupied orbital energy ... 3.561 eV
Molecular weight ... 190.222 g/mol
Multiplicity ... 1
Orbital gap ... 0.2734 Ha

natural (NBO) atomic charge list, values in e, 8 entries:
1 C -0.626
2 C 0.024
3 C 0.194
4 C -0.159
5 C -0.091
6 C -0.263
7 C -0.267
8 C -0.259

---

iii.
Entry from the OMol25 dataset: a cluster of 2 separate species, C11H12NO2 in total (ωB97M-V with the def2-TZVPD basis set).

Structure (XYZ):
```
26
Properties=species:S:1:pos:R:3
C -1.282 3.995 -0.302
C -2.080 3.098 0.662
O -1.814 1.810 0.653
O -2.899 3.582 1.474
H -0.373 4.297 0.257
H -1.800 5.073 -0.562
H -0.761 3.456 -1.118
C -1.601 -3.091 0.402
C -1.344 -0.648 -0.393
C 0.909 -0.362 -0.443
C -0.698 -1.915 -0.031
C 0.705 -1.748 -0.094
C 2.124 0.326 -0.696
C 3.192 -0.438 -0.373
C 1.829 -2.388 0.316
C 3.130 -1.799 0.060
N -0.350 0.188 -0.681
H -1.023 1.413 0.165
H -2.336 -0.419 -0.635
H 2.205 1.508 -0.818
H -2.055 -3.445 -0.500
H -2.360 -2.745 1.044
H 4.252 -0.218 -0.402
H 1.636 -3.234 0.982
H 3.817 -2.505 0.103
H -1.023 -3.793 0.930
```

Charge ... -1
HOMO level ... -3.149 eV
Lowest unoccupied orbital energy ... 3.547 eV
Molecular weight ... 190.222 g/mol
Multiplicity ... 1
Orbital gap ... 0.2461 Ha

natural (NBO) atomic charge list, values in e, 8 entries:
1 C -0.752
2 C 0.793
3 O -0.711
4 O -0.655
5 H 0.230
6 H 0.227
7 H 0.239
8 C -0.626

---

Which is most stable, and by how much? i, by 0.0468 hartree.

---

i.
Entry from the OMol25 dataset: an isolated molecule of C5H5Cl (ωB97M-V with the def2-TZVPD basis set).

Structure (XYZ):
```
11
Properties=species:S:1:pos:R:3
C -1.811 -0.708 -0.882
C -0.531 -0.061 -0.593
C -1.281 0.287 -1.855
C 0.526 0.514 0.134
C 1.019 -0.178 1.310
Cl 1.356 1.818 -0.522
H -0.663 -0.288 -2.652
H -1.728 1.232 -2.105
H 2.090 -0.340 1.317
H 0.470 -1.157 1.324
H 0.927 0.425 2.188
```

Charge ... 0
HOMO level (alpha / beta) ... -8.649 / -8.650 eV
Lowest unoccupied orbital energy (alpha / beta) ... -1.178 / -1.178 eV
Molecular weight ... 100.548 g/mol
Multiplicity ... 1
Orbital gap (alpha / beta) ... 0.2746 / 0.2746 Ha

natural (NBO) atomic charge list, values in e, 8 entries:
1 C 0.147
2 C -0.248
3 C -0.599
4 C 0.074
5 C -0.672
6 Cl 0.082
7 H 0.248
8 H 0.239

---

ii.
Entry from the OMol25 dataset: an isolated molecule of C5H5Cl (ωB97M-V with the def2-TZVPD basis set).

Structure (XYZ):
```
11
Properties=species:S:1:pos:R:3
C 0.244 0.348 -1.931
C 0.361 0.373 -0.460
C -0.391 -0.387 0.426
C -0.251 -0.297 1.839
C -0.086 -0.319 3.034
H 1.157 -0.045 -2.380
H 0.135 1.418 -2.278
H -0.665 -0.221 -2.263
H 1.096 1.016 0.039
H -0.020 -0.351 4.098
Cl -1.580 -1.535 -0.124
```

Charge ... 0
SMILES ... C#C/C(Cl)=C/C
HOMO level ... -8.884 eV
Lowest unoccupied orbital energy ... 0.782 eV
Molecular weight ... 100.548 g/mol
Multiplicity ... 1
Orbital gap ... 0.3552 Ha

natural (NBO) atomic charge list, values in e, 8 entries:
1 C -0.664
2 C -0.124
3 C -0.132
4 C -0.066
5 C -0.180
6 H 0.233
7 H 0.229
8 H 0.236

---

Which is most stable, and by how much? ii, by 0.1235 hartree.

---

i.
Entry from the OMol25 dataset: a cluster of 2 separate species, C4H12NO2 in total (ωB97M-V with the def2-TZVPD basis set).

Structure (XYZ):
```
19
Properties=species:S:1:pos:R:3
O 1.358 -0.974 -2.103
C 1.922 -0.180 -1.406
C 0.990 0.522 -0.300
N -0.208 -0.352 -0.226
C -0.158 -1.568 0.594
C 0.523 1.910 -0.721
H 2.988 0.050 -1.463
H 1.665 0.563 0.579
H -0.926 0.267 0.180
H -0.395 -0.607 -1.208
H -0.472 -2.536 0.215
H -0.776 -1.557 1.498
H 0.782 -1.592 1.145
H 1.271 2.500 -1.285
H 0.484 2.483 0.213
H -0.417 2.074 -1.261
H -3.461 -0.497 1.305
H -2.487 -0.403 2.574
O -2.681 -0.103 1.670
```

Charge ... +1
HOMO level ... -14.619 eV
Lowest unoccupied orbital energy ... -3.303 eV
Molecular weight ... 106.145 g/mol
Multiplicity ... 1
Orbital gap ... 0.4159 Ha

natural (NBO) atomic charge list, values in e, 8 entries:
1 O -0.503
2 C 0.438
3 C -0.147
4 N -0.526
5 C -0.466
6 C -0.677
7 H 0.174
8 H 0.249

---

ii.
Entry from the OMol25 dataset: a cluster of 2 separate species, C4H12NO2 in total (ωB97M-V with the def2-TZVPD basis set).

Structure (XYZ):
```
19
Properties=species:S:1:pos:R:3
O 1.244 -1.444 2.262
C 0.840 -1.989 1.282
C -0.074 -1.414 0.231
N 0.167 0.058 0.135
C -0.321 0.846 -1.054
C 0.056 0.172 -2.354
H 1.008 -3.095 1.139
H 0.046 -1.984 -0.682
H -1.168 -1.604 0.346
H 1.173 0.207 0.292
H -0.229 0.401 1.014
H -0.103 1.885 -0.851
H -1.416 0.773 -0.955
H -0.596 -0.633 -2.706
H 1.019 -0.356 -2.252
H 0.098 0.872 -3.184
H -0.237 2.976 2.786
H -0.957 1.820 2.559
O -0.551 2.509 1.993
```

Charge ... +1
HOMO level ... -14.863 eV
Lowest unoccupied orbital energy ... -3.722 eV
Molecular weight ... 106.145 g/mol
Multiplicity ... 1
Orbital gap ... 0.4094 Ha

natural (NBO) atomic charge list, values in e, 8 entries:
1 O -0.463
2 C 0.413
3 C -0.362
4 N -0.494
5 C -0.219
6 C -0.654
7 H 0.148
8 H 0.258

---

iii.
Entry from the OMol25 dataset: a cluster of 3 separate species, C4H12NO2 in total (ωB97M-V with the def2-TZVPD basis set).

Structure (XYZ):
```
19
Properties=species:S:1:pos:R:3
C 0.383 -1.305 0.837
C 0.164 0.203 0.587
C 0.901 1.358 0.835
C -2.228 -0.078 0.145
N -1.151 0.608 0.091
H 1.420 -1.387 1.220
H 0.515 -1.727 -0.194
H -0.311 -1.904 1.390
H 0.721 2.212 0.218
H 1.681 1.304 1.595
H -2.834 -0.057 -0.693
H -2.161 -1.039 0.542
H -1.315 1.581 -0.188
H 6.126 2.475 -2.971
H 6.275 0.879 -3.286
O 5.679 1.619 -2.995
H -5.194 -2.107 0.985
H -3.941 -2.761 1.667
O -4.210 -1.968 1.076
```

Charge ... +1
HOMO level ... -13.344 eV
Lowest unoccupied orbital energy ... -5.380 eV
Molecular weight ... 106.145 g/mol
Multiplicity ... 1
Orbital gap ... 0.2927 Ha

natural (NBO) atomic charge list, values in e, 8 entries:
1 C -0.684
2 C 0.149
3 C -0.293
4 C 0.092
5 N -0.396
6 H 0.270
7 H 0.259
8 H 0.247

---

Which is most stable, and by how much? ii, by 0.0027 hartree.